1.
{
  "formula": "H30O15",
  "method": "the ωB97M-V functional and the def2-TZVPD basis",
  "lumo_energy_ev": -0.66,
  "charge": 0,
  "relative_energy_kcal_mol": 118.3,
  "orbital_gap_ha": 0.35843,
  "spin_multiplicity": 1,
  "homo_ev": -10.41,
  "symbols": ["O", "O", "O", "O", "O", "O", "O", "O", "O", "O", "O", "O", "O", "O", "O", "H", "H", "H", "H", "H", "H", "H", "H", "H", "H", "H", "H", "H", "H", "H", "H", "H", "H", "H", "H", "H", "H", "H", "H", "H", "H", "H", "H", "H", "H"],
  "positions_angstrom": [[-1.433, -2.197, -2.031], [-2.638, -1.140, 3.613], [-1.379, 4.965, 0.353], [-0.396, 0.336, 0.084], [4.321, 3.637, 0.948], [0.511, -5.015, -0.553], [1.517, 3.130, -1.197], [2.135, 1.850, 2.617], [2.638, -3.916, 0.711], [-4.146, -2.068, -1.289], [1.288, 0.056, -2.280], [0.101, -2.027, 1.359], [-2.033, 0.994, -3.961], [3.365, 1.391, 0.481], [-4.681, -0.160, 1.161], [-0.812, -2.128, 1.695], [4.285, 1.527, 0.691], [0.584, 0.152, 0.266], [4.141, 4.582, 0.590], [-4.831, -0.674, 1.942], [2.471, -3.425, 1.539], [2.851, 1.204, 2.595], [-2.440, -1.532, 2.735], [-0.544, 1.130, 0.603], [-2.691, 0.242, -4.020], [-1.128, 0.666, -4.017], [0.855, 0.260, -1.452], [3.502, -3.580, 0.433], [-3.355, -0.528, 3.425], [1.672, 1.540, 1.775], [-1.758, -2.689, -2.739], [2.325, 3.033, -1.732], [3.426, 3.409, 1.106], [0.155, -4.071, -0.591], [2.037, -0.558, -2.042], [-1.522, 3.999, 0.508], [-3.684, -1.336, -1.528], [-0.743, 4.874, -0.317], [-2.151, -1.514, -2.080], [0.974, -5.014, 0.292], [1.458, 2.121, -1.015], [-3.679, -2.902, -1.571], [3.259, 1.978, -0.333], [-4.391, 0.722, 1.472], [0.561, -1.323, 1.756]],
  "forces_ev_per_angstrom": [[-0.6626, 2.3219, 1.2124], [0.2849, -0.4496, -0.8841], [-1.3045, -1.6703, 1.4394], [2.3888, 0.0642, 0.2485], [0.7007, 3.8117, -1.4442], [-1.2115, 1.7566, -0.0622], [0.8878, -3.1359, 0.3523], [-1.4871, -0.9925, -1.2465], [0.5559, 0.8264, 0.9065], [-2.2063, -4.7964, 0.7359], [1.8078, -0.6869, -0.0318], [-1.0202, -2.3154, -0.8484], [-1.3633, -0.8272, 0.0500], [-0.6423, -0.0851, -2.8815], [0.5868, 1.2684, -0.3977], [1.1583, 0.5457, -0.1426], [0.5916, 0.1110, 0.1878], [-2.1356, -0.0093, -0.1263], [1.0773, -2.1272, 0.8815], [-0.3205, -0.4885, 0.5940], [-0.0809, -0.3853, -0.5551], [0.1835, 0.2600, 0.3424], [-0.3775, 0.4192, 0.8623], [-0.2789, 0.3244, 0.0823], [1.6400, 1.2164, -0.0469], [-0.2502, -0.4328, 0.0387], [-0.6674, -0.2512, 0.0387], [-0.2047, -0.2843, -0.0753], [0.0484, 0.0970, 0.0817], [0.8755, 1.0594, 1.7710], [-0.1482, -2.1125, -2.1520], [-0.3571, 0.9165, -0.3316], [-1.5593, -0.9023, 0.8156], [0.7310, -1.8240, -0.0031], [-1.2748, 0.8875, -0.3966], [-0.2912, 1.2291, 0.2398], [1.9322, 3.0852, -0.8661], [1.6333, 0.4384, -1.7264], [1.6841, -0.3373, 0.6585], [0.1716, -0.0074, -0.2641], [-0.7298, 2.3716, -0.3562], [-0.5126, 1.7187, 0.5075], [0.3453, -1.1971, 1.7791], [-0.3553, -0.7095, -0.2293], [0.1572, 1.2985, 1.2423]],
  "nbo_charge": [-0.90, -0.92, -0.92, -0.91, -0.96, -0.96, -0.92, -0.92, -0.94, -0.92, -0.95, -0.94, -0.95, -0.99, -0.93, 0.48, 0.50, 0.45, 0.47, 0.46, 0.47, 0.47, 0.46, 0.47, 0.47, 0.49, 0.46, 0.47, 0.46, 0.45, 0.45, 0.47, 0.48, 0.48, 0.48, 0.45, 0.44, 0.47, 0.44, 0.48, 0.46, 0.48, 0.48, 0.47, 0.46]
}

---

2.
{
  "formula": "C10H16",
  "method": "the ωB97M-V functional and the def2-TZVPD basis",
  "lumo_energy_ev": 1.02,
  "charge": 0,
  "relative_energy_kcal_mol": 60.3,
  "orbital_gap_ha": 0.37213,
  "spin_multiplicity": 1,
  "homo_ev": -9.11,
  "symbols": ["C", "C", "C", "C", "C", "C", "C", "C", "C", "C", "H", "H", "H", "H", "H", "H", "H", "H", "H", "H", "H", "H", "H", "H", "H", "H"],
  "positions_angstrom": [[0.608, -0.998, -0.791], [-0.340, -2.159, -0.535], [0.111, 0.000, -1.561], [-1.599, -0.506, 1.740], [1.858, -1.063, -0.336], [0.802, 1.113, -1.817], [-0.738, 1.845, 1.157], [2.700, 0.080, -0.624], [2.089, 1.156, -1.210], [-1.776, 0.754, 0.985], [-1.343, -2.045, -0.113], [-0.963, -0.043, -1.694], [3.821, 0.053, -0.604], [-1.805, 0.426, -0.110], [0.138, -2.868, 0.139], [-0.651, 2.348, 2.089], [-2.093, -0.525, 2.735], [2.688, 1.947, -1.309], [2.164, -1.964, 0.175], [0.547, 2.134, -2.379], [-1.929, -1.412, 1.120], [0.132, 1.238, 0.854], [-0.577, 2.543, 0.420], [-0.583, -2.565, -1.507], [-0.546, -0.655, 1.933], [-2.716, 1.166, 1.244]],
  "forces_ev_per_angstrom": [[-2.5035, -2.3215, 0.9963], [0.0748, -0.5442, -0.2116], [-2.6644, 0.9373, -0.5859], [-0.1892, -1.9761, 0.9400], [3.0000, 1.4737, -0.1332], [2.3128, 4.0115, -0.0467], [1.5851, -3.1348, -0.1343], [-0.2187, -2.0369, 0.1150], [-1.4788, -2.4072, -0.8299], [-0.9855, 0.7598, -2.1999], [0.6359, 0.7918, -0.3453], [0.0896, -0.0855, -0.9734], [-1.2660, 0.1138, 0.8080], [-0.1765, 1.0007, 1.4493], [0.0481, -0.3857, -0.3472], [0.0673, -0.1084, 1.0375], [0.1517, 0.0569, -0.6152], [2.0337, 3.3198, -0.7949], [0.4327, 0.1003, 0.1025], [-0.1573, -2.7727, 1.2014], [0.0076, 1.6517, 1.6959], [0.7776, 0.3547, 1.2503], [-0.9964, 1.9938, -2.0285], [0.3440, -0.7766, -0.2814], [0.4755, -0.3128, 0.0776], [-1.4001, 0.2967, -0.1464]],
  "nbo_charge": [-0.02, -0.62, -0.24, -0.60, -0.22, -0.18, -0.63, -0.19, -0.23, -0.40, 0.21, 0.21, 0.22, 0.19, 0.21, 0.21, 0.21, 0.20, 0.21, 0.23, 0.20, 0.21, 0.21, 0.22, 0.20, 0.20]
}

---

3.
{
  "formula": "C5H7N",
  "method": "the ωB97M-V functional and the def2-TZVPD basis",
  "lumo_energy_ev": 0.88,
  "charge": 0,
  "relative_energy_kcal_mol": 24.0,
  "orbital_gap_ha": 0.42173,
  "spin_multiplicity": 1,
  "homo_ev": -10.59,
  "symbols": ["N", "C", "C", "C", "C", "C", "H", "H", "H", "H", "H", "H", "H"],
  "positions_angstrom": [[1.839, -1.310, 2.140], [0.316, -0.313, -1.562], [1.096, -0.606, 1.598], [-1.183, 0.074, 0.531], [-0.142, 0.568, -0.422], [0.204, 0.387, 1.045], [-0.195, 1.622, -0.685], [-1.458, -0.974, 0.440], [-0.333, -0.119, -2.425], [0.287, 1.316, 1.602], [-1.986, 0.728, 0.855], [1.346, -0.107, -1.866], [0.232, -1.378, -1.322]],
  "forces_ev_per_angstrom": [[-0.7472, 0.5480, -0.6667], [0.0369, -0.0591, 0.0415], [0.5618, -0.5544, 0.3532], [-0.1824, -0.0338, 0.0259], [-0.0066, 0.0942, -0.1116], [0.0939, 0.0976, 0.1058], [-0.0719, -0.1465, 0.0309], [0.1104, 0.1698, 0.0581], [0.1285, -0.0801, 0.1320], [-0.0025, -0.0969, -0.0890], [0.1285, -0.0903, -0.0450], [-0.1148, -0.0035, 0.1054], [0.0654, 0.1549, 0.0594]],
  "nbo_charge": [-0.33, -0.61, 0.29, -0.39, -0.19, -0.35, 0.22, 0.23, 0.22, 0.25, 0.22, 0.22, 0.22]
}

---

Q: Which value of charge does entry 3 give?
A: 0

---

Q: What is the formula in the third record?
A: C5H7N

---

Q: What is the formula in the first record?
A: H30O15